[1]
A cluster of 2 separate species, C6H14NSi in total at a distorted geometry. Source: the OMol25 dataset; level of theory: ωB97M-V/def2-TZVPD.

Geometry (Å):
C -2.46430 -2.22376 -0.46551
C -2.30868 -1.02842 -0.50038
C 1.68844 1.67361 -0.57087
C 1.28495 -1.79682 -0.54186
C 1.54865 -0.41935 2.15656
C -1.78363 0.20659 -0.84342
N -2.70006 1.39201 -0.49184
Si 1.33019 -0.10056 0.34296
H -2.38109 -3.26012 -0.15187
H 0.89043 2.34162 -0.35035
H 2.71134 1.92377 -0.10950
H 1.91917 1.44295 -1.53659
H 2.18157 -2.42200 -0.36372
H 0.33339 -2.27702 -0.12371
H 0.98175 -1.80083 -1.67791
H 0.64055 -0.74859 2.72711
H 2.23101 -1.09590 2.57962
H 1.96064 0.45364 2.62522
H -1.29945 0.54670 -1.73773
H -2.99081 1.43189 0.42712
H -2.17232 2.28045 -0.72653
H -3.60848 1.29598 -1.06610

Total charge: +1
HOMO (alpha / beta) in eV: -8.759 / -13.333
<S²>: 2.029
Spin multiplicity: 3
Frontier orbital gap (alpha / beta) in eV: 4.7 / 7.4


[2]
The molecule C3H5N3. Source: the OMol25 dataset; level of theory: ωB97M-V/def2-TZVPD.

Geometry (Å):
N 2.04957 -0.17551 -0.15258
C 0.64835 -0.12234 -0.08638
C -0.19640 0.86636 -0.51974
N -1.46383 0.41589 -0.18761
C -1.31702 -0.79344 0.39952
N -0.05840 -1.15632 0.47220
H 2.36499 -1.01017 0.32875
H 2.47895 0.63298 0.28152
H -0.02468 1.78316 -1.06281
H -2.32184 0.93963 -0.24815
H -2.15586 -1.35906 0.78166

HOMO in eV: -7.971
SMILES string: Nc1c[nH]cn1
Frontier orbital gap in eV: 9.0


[3]
The molecule C4H8NOP at a distorted geometry. Source: the OMol25 dataset; level of theory: ωB97M-V/def2-TZVPD.

Geometry (Å):
H -4.20437 0.00921 -1.69966
N -3.66140 -0.04834 -0.82125
P -2.10685 -0.12102 -1.25770
O -1.41269 0.49393 0.04418
C -0.11145 0.25568 0.23133
C 0.10018 -0.05872 1.68215
C 0.76618 0.16201 -0.76805
C 2.26200 -0.09713 -0.47661
H -0.63352 0.58487 2.23325
H -0.31324 -1.10642 1.93809
H 1.10152 0.11097 1.96032
H 0.43974 0.07134 -1.81329
H 2.53879 0.69119 0.32624
H 2.90524 0.17631 -1.31518
H 2.32986 -1.12388 -0.26382

HOMO in eV: -9.051
SMILES string: [H]/N=P/O/C(C)=C/C
Frontier orbital gap in eV: 8.9


[4]
A cluster of 2 separate species, C2H3Br2NO5 in total at a distorted geometry. Source: the OMol25 dataset; level of theory: ωB97M-V/def2-TZVPD.

Geometry (Å):
N 0.44778 0.31442 0.48447
O 0.28210 -0.55800 -0.41106
O -0.57338 0.75470 1.11228
O 1.59086 0.74461 0.77316
C -3.00683 2.89052 5.09621
C -3.39700 1.49742 4.72505
O -2.26591 1.19270 3.87692
O -2.56862 0.16934 3.12986
Br -5.17164 1.46121 3.90541
Br -1.34749 2.90937 6.05282
H -2.82059 3.39584 4.15437
H -3.75348 3.40476 5.68900
H -3.46737 0.77899 5.54554

HOMO (alpha / beta) in eV: -10.486 / -10.578
Frontier orbital gap (alpha / beta) in eV: 9.3 / 6.1


For the records above, the corresponding total energy values read -580.75933, -281.58930, -628.50970, -5656.62626 Eh.
For the records above, the corresponding ΔE to the lowest compared entry with this formula, charge and spin values read 2.068, 0.020, 1.703, 0.000 eV.